Computed, not measured: a structure of composition C58H54ClN4NaO5P2S at a distorted geometry, with ωB97M-V/def2-TZVPD.

Atoms and positions in Å:
Na: -1.5750 -1.0338 0.7299
C: -2.1569 -4.9266 2.7332
C: -3.1075 -3.7390 2.4709
C: -2.7691 -2.4789 3.2866
N: -3.1318 -1.3084 2.5165
C: -3.3477 -0.1566 3.0623
C: -3.1490 0.1467 4.4578
C: -3.6566 1.1727 5.2178
C: -4.6062 2.1529 4.8897
C: -5.1718 2.3503 3.6302
C: -4.8466 1.8119 2.4001
C: -3.8183 0.8678 2.0498
N: -3.3152 0.6828 0.8754
C: -3.8371 1.2932 -0.3210
C: -4.3182 0.1876 -1.2865
C: -3.2541 -0.4419 -2.2003
N: -2.3408 -1.3319 -1.5113
C: -2.0569 -2.4909 -2.0047
C: -2.7054 -3.1409 -3.1209
C: -2.2271 -4.0880 -4.0016
C: -0.9356 -4.6033 -4.1520
C: 0.1164 -4.3947 -3.2496
C: 0.0791 -3.8729 -1.9789
C: -1.0379 -3.3120 -1.2405
N: -1.2273 -3.3780 0.0304
C: -0.4493 -4.2747 0.8723
C: -1.3475 -5.3636 1.4996
H: -2.7234 -5.7898 3.1005
H: -1.4457 -4.6591 3.5211
H: -4.1503 -4.0161 2.6525
H: -3.0222 -3.4480 1.4280
H: -1.6944 -2.4625 3.4744
H: -3.2535 -2.5177 4.2753
H: -2.4704 -0.5290 4.9636
H: -3.3222 1.1814 6.2534
H: -4.9491 2.7998 5.6908
H: -5.9740 3.0853 3.6028
H: -5.4376 2.1866 1.5730
H: -3.0404 1.8657 -0.8027
H: -4.6696 1.9874 -0.1505
H: -5.1031 0.6017 -1.9315
H: -4.7651 -0.6072 -0.6797
H: -3.7761 -0.9194 -3.0368
H: -2.6621 0.3707 -2.6396
H: -3.7407 -2.8537 -3.2687
H: -2.9560 -4.4381 -4.7292
H: -0.7347 -5.2097 -5.0280
H: 1.0886 -4.7673 -3.5676
H: 1.0131 -3.8883 -1.4252
H: 0.0056 -3.6917 1.6763
H: 0.3554 -4.7792 0.3249
H: -0.6976 -6.1921 1.8051
H: -2.0225 -5.7460 0.7261
O: 0.0145 0.4776 0.0759
S: -0.0316 1.7449 0.8524
C: 0.9666 2.9602 -0.1415
C: 2.0024 3.7176 0.4053
C: 2.7339 4.5863 -0.3846
C: 2.4429 4.7148 -1.7320
C: 1.4022 3.9861 -2.2770
C: 0.6353 3.1215 -1.4973
P: -0.8357 2.2599 -2.2249
C: -1.5669 3.6587 -3.1681
C: -2.4140 3.3804 -4.2462
C: -3.2264 4.3639 -4.7905
C: -3.2208 5.6474 -4.2606
C: -2.3853 5.9401 -3.1917
C: -1.5707 4.9558 -2.6489
C: -0.0219 1.2466 -3.5211
C: 0.3578 1.6934 -4.7859
C: 0.9496 0.8183 -5.6870
C: 1.1709 -0.5075 -5.3325
C: 0.7881 -0.9623 -4.0785
C: 0.1892 -0.0924 -3.1782
C: 1.2004 1.6732 2.1658
C: 0.8608 2.5543 3.1856
C: 1.6889 2.7270 4.2773
C: 2.8740 2.0200 4.3279
C: 3.2097 1.1393 3.3124
C: 2.3923 0.9092 2.2052
P: 2.8522 -0.3664 0.9036
C: 4.0208 -1.6251 1.6092
C: 4.1775 -2.6511 0.6665
C: 4.9794 -3.7544 0.9083
C: 5.6483 -3.8652 2.1197
C: 5.4956 -2.8679 3.0693
C: 4.6934 -1.7598 2.8208
C: 4.1805 0.6265 0.0239
C: 3.9593 0.9623 -1.3104
C: 4.8912 1.7007 -2.0311
C: 6.0639 2.1193 -1.4223
C: 6.3117 1.7693 -0.0989
C: 5.3843 1.0203 0.6103
H: 2.2575 3.6265 1.4501
H: 3.5498 5.1466 0.0557
H: 3.0201 5.3875 -2.3560
H: 1.1533 4.1013 -3.3254
H: -2.4408 2.3747 -4.6529
H: -3.8836 4.1207 -5.6174
H: -3.8779 6.4094 -4.6632
H: -2.3847 6.9360 -2.7642
H: -0.9357 5.1938 -1.8033
H: 0.1792 2.7222 -5.0778
H: 1.2299 1.1742 -6.6722
H: 1.6278 -1.1884 -6.0410
H: 0.9302 -2.0005 -3.8020
H: -0.1437 -0.4492 -2.2069
H: -0.0735 3.1024 3.1135
H: 1.4057 3.3992 5.0771
H: 3.5403 2.1329 5.1749
H: 4.1412 0.6069 3.3969
H: 3.6338 -2.5774 -0.2712
H: 5.0644 -4.5332 0.1602
H: 6.2678 -4.7293 2.3293
H: 5.9983 -2.9549 4.0256
H: 4.5684 -1.0461 3.6187
H: 3.0513 0.6194 -1.7955
H: 4.6952 1.9459 -3.0680
H: 6.7907 2.7055 -1.9738
H: 7.2383 2.0727 0.3759
H: 5.6081 0.7253 1.6293
O: 2.3459 -1.7331 4.5806
Cl: 0.9668 -1.7912 4.1487
O: 0.3814 -3.0231 4.6091
O: 0.2492 -0.6575 4.6644
O: 0.9224 -1.7556 2.6874

Computed properties:
HOMO energy (eV): -1.1
E_tot (Ha): -4540.9152
Net charge: -2
Molecular weight (g mol⁻¹): 1039.55
Frontier orbital gap (eV): 4.694

Löwdin atomic charge list, values in e, 2 entries:
1 Na 0.222
2 C -0.202

Computed, not measured: a structure of composition C58H55N4O4P3S3Tl at a distorted geometry, with ωB97M-V/def2-TZVPD.

Atoms and positions in Å:
Tl: 0.5847 -1.1518 -0.9329
O: -1.7950 -0.7545 0.4652
S: -0.5689 1.4039 1.1138
C: -1.8976 2.5344 1.2669
C: -2.0916 3.2309 2.4587
C: -2.9802 4.2918 2.5838
C: -3.7335 4.6606 1.4877
C: -4.7452 5.7298 1.2870
C: -5.1648 5.6167 -0.1947
C: -4.4445 4.4133 -0.7054
C: -4.4657 3.7621 -1.9188
C: -3.6568 2.6379 -2.0858
C: -2.7521 2.2021 -1.1211
P: -1.5506 0.9285 -1.6197
C: -2.4778 -0.4568 -2.3355
C: -3.7796 -0.7657 -1.9498
C: -4.3655 -1.9389 -2.3962
C: -3.6485 -2.8274 -3.1844
C: -2.3481 -2.5226 -3.5674
C: -1.7612 -1.3410 -3.1514
C: -0.8509 1.8386 -3.0616
C: -1.3740 1.6657 -4.3394
C: -0.9991 2.5393 -5.3461
C: -0.0999 3.5608 -5.0873
C: 0.4522 3.7018 -3.8231
C: 0.0814 2.8377 -2.8089
C: -2.6987 2.8483 0.1309
C: -3.5955 3.9207 0.3021
C: -0.2672 0.8991 2.8259
C: 0.6202 1.7808 3.4227
C: 1.0263 1.6995 4.7564
C: 0.5004 0.6857 5.5106
C: 0.6996 0.3382 6.9477
C: -0.1621 -0.9195 7.1752
C: -0.8364 -1.1652 5.8662
C: -1.7436 -2.1201 5.4894
C: -2.1275 -2.1575 4.1463
C: -1.6818 -1.2601 3.1855
P: -2.0864 -1.8018 1.5019
C: -3.7909 -2.4087 1.3667
C: -4.8269 -1.5275 1.6575
C: -6.1405 -1.9355 1.5040
C: -6.4216 -3.2146 1.0467
C: -5.3899 -4.0893 0.7481
C: -4.0738 -3.6923 0.9124
C: -1.0021 -3.2247 1.1534
C: -0.9796 -3.6130 -0.1901
C: -0.1645 -4.6578 -0.5955
C: 0.6069 -5.3338 0.3387
C: 0.5626 -4.9656 1.6735
C: -0.2230 -3.8977 2.0834
C: -0.8106 -0.1935 3.5561
C: -0.3999 -0.2199 4.9154
H: -1.4891 2.9663 3.3126
H: -3.0458 4.8268 3.5154
H: -4.3398 6.7140 1.5221
H: -5.5926 5.5915 1.9632
H: -4.8515 6.5000 -0.7603
H: -6.2468 5.5343 -0.3144
H: -5.0791 4.1116 -2.7335
H: -3.6903 2.1232 -3.0355
H: -4.3272 -0.0868 -1.3098
H: -5.3852 -2.1610 -2.1222
H: -4.1030 -3.7525 -3.5075
H: -1.7970 -3.2069 -4.1943
H: -0.7608 -1.0842 -3.4906
H: -2.0838 0.8775 -4.5499
H: -1.4288 2.4230 -6.3304
H: 0.1671 4.2487 -5.8724
H: 1.1570 4.4936 -3.6224
H: 0.4896 2.9459 -1.8123
H: 0.9977 2.5946 2.8224
H: 1.7158 2.4186 5.1673
H: 0.3832 1.1640 7.5867
H: 1.7530 0.1585 7.1650
H: -0.8889 -0.7807 7.9756
H: 0.4494 -1.7817 7.4461
H: -2.1376 -2.8400 6.1876
H: -2.8091 -2.9380 3.8313
H: -4.5995 -0.5328 2.0209
H: -6.9501 -1.2683 1.7581
H: -7.4463 -3.5339 0.9364
H: -5.6093 -5.0904 0.4094
H: -3.2759 -4.3888 0.7039
H: -1.6536 -3.1287 -0.8915
H: -0.1547 -4.9600 -1.6309
H: 1.2125 -6.1719 0.0322
H: 1.1413 -5.5243 2.3926
H: -0.2398 -3.6108 3.1259
O: 2.1410 -0.5539 -4.3841
N: 2.2604 -0.1490 -3.1146
C: 4.3009 2.6407 -4.0392
C: 5.6511 2.1193 -3.5796
C: 5.8051 2.1862 -2.0715
O: 5.9091 0.7536 -4.0142
P: 4.8949 -0.4326 -4.0809
S: 3.4055 -0.1863 -5.5344
S: 3.6347 -0.6843 -2.3453
O: 5.7100 -1.6979 -4.4088
C: 6.7146 -2.4402 -3.6266
C: 6.1350 -2.8250 -2.2825
C: 7.9988 -1.6537 -3.4940
H: 4.1786 3.6533 -3.6637
H: 3.4756 2.0399 -3.6543
H: 4.2498 2.6818 -5.1243
H: 6.4494 2.6856 -4.0686
H: 5.0828 1.5338 -1.5844
H: 5.6352 3.2057 -1.7422
H: 6.8091 1.8995 -1.7754
H: 6.8650 -3.3272 -4.2508
H: 6.0286 -1.9496 -1.6372
H: 6.8223 -3.5202 -1.8103
H: 5.1743 -3.3214 -2.4056
H: 7.8380 -0.7406 -2.9266
H: 8.4051 -1.4054 -4.4696
H: 8.7347 -2.2505 -2.9612
N: 3.4163 -1.8219 4.4159
C: 3.1501 -1.0309 3.3668
C: 2.4289 -1.4839 2.2358
N: 2.1705 -0.6820 1.2254
C: 2.6118 0.5775 1.2787
C: 3.2926 1.0300 2.4003
N: 3.5453 0.2437 3.4256
H: 3.3069 -2.8183 4.3431
H: 4.0259 -1.4582 5.1297
H: 2.0691 -2.5003 2.1661
H: 2.4013 1.2062 0.4249
H: 3.6356 2.0515 2.4791

Computed properties:
HOMO energy (spin up / spin down) (eV): -13.9 / -14.0
E_tot (Ha): -5153.4444
Net charge: +3
Molecular weight (g mol⁻¹): 1265.61
Frontier orbital gap (spin up / spin down) (eV): 4.901 / 5.083

Löwdin atomic charge list, values in e, 2 entries:
1 Tl 0.910
2 O -0.551

Computed, not measured: a cluster of 3 separate species, C58H56ClF5N3O10PS2 in total, with ωB97M-V/def2-TZVPD.

Atoms and positions in Å:
C: 5.1080 -1.7921 6.9352
C: 5.1821 -1.0351 5.6272
O: 4.9419 -1.8687 4.4806
P: 3.4381 -2.1245 4.0450
O: 2.6003 -2.7316 5.0917
C: 2.7310 -0.5508 3.5292
C: 3.3388 0.0183 2.2435
C: 2.9732 1.4878 1.9204
C: 2.6752 2.3083 3.1245
C: 1.5087 2.4322 3.7850
C: 0.1970 1.8538 3.3671
C: -0.5983 2.8855 2.4985
C: -2.0688 3.1236 2.8216
S: -3.0290 1.7956 2.0236
C: -4.7107 2.2135 2.3351
S: -5.8046 1.7563 1.2188
N: -4.9484 2.9261 3.4987
C: -6.2853 3.5422 3.5862
C: -7.2685 2.6142 4.2562
O: -6.9610 2.5884 5.6360
C: -5.5712 2.4525 5.8937
C: -4.7320 2.0412 4.6985
N: 1.7979 3.2253 4.9073
C: 0.8655 3.4854 5.9980
F: -0.3372 3.7722 5.4487
F: 1.2782 4.5651 6.6659
C: 0.8302 2.2763 6.9032
C: 2.0455 1.8933 7.4654
C: 2.1029 0.7815 8.2713
C: 0.9565 0.0536 8.5319
C: -0.2416 0.4382 7.9713
C: -1.4758 -0.3664 8.2334
F: -2.3451 0.2866 9.0270
F: -1.2083 -1.5391 8.8198
F: -2.1271 -0.6409 7.0816
C: -0.3173 1.5596 7.1553
C: 3.0769 3.6182 4.8739
C: 3.8362 4.4762 5.8902
O: 4.4001 3.8019 6.7567
O: 3.7895 5.6726 5.6283
N: 3.6222 3.0642 3.8046
C: 5.0161 3.1800 3.4085
C: 5.8654 2.0011 3.8951
C: 6.5293 2.1998 5.2463
Cl: 7.1586 1.8063 2.6456
O: 3.6618 -2.9818 2.7383
C: 2.6112 -3.8804 2.3247
C: 1.5834 -3.2141 1.4316
H: 4.0707 -1.9153 7.2361
H: 5.5889 -1.1892 7.7042
H: 5.5784 -2.7664 6.8664
H: 6.1858 -0.6379 5.4906
H: 4.5148 -0.1729 5.6632
H: 1.6683 -0.7657 3.4383
H: 2.8420 0.1160 4.3830
H: 4.4193 -0.1133 2.2774
H: 2.9780 -0.5960 1.4217
H: 3.8130 1.9260 1.3839
H: 2.1292 1.5652 1.2399
H: -0.4034 1.4895 4.1967
H: 0.4413 1.0227 2.7144
H: -0.0599 3.8286 2.5298
H: -0.5660 2.5299 1.4687
H: -2.3679 4.0566 2.3523
H: -2.2960 3.1768 3.8780
H: -6.6101 3.9180 2.6242
H: -6.1858 4.4020 4.2495
H: -7.2596 1.6230 3.8016
H: -8.2782 3.0041 4.1489
H: -5.1857 3.3834 6.3188
H: -5.4558 1.6786 6.6447
H: -4.9795 1.0159 4.4208
H: -3.6785 2.0449 4.9598
H: 2.9482 2.4588 7.2606
H: 3.0444 0.4798 8.7027
H: 0.9948 -0.8160 9.1681
H: -1.2550 1.8613 6.7142
H: 5.0936 3.2984 2.3358
H: 5.3988 4.0971 3.8521
H: 5.2774 1.0890 3.8596
H: 7.4645 1.6498 5.2657
H: 6.7269 3.2510 5.4305
H: 5.9042 1.8424 6.0602
H: 3.1139 -4.6449 1.7372
H: 2.1596 -4.3894 3.1707
H: 0.7874 -3.9390 1.2733
H: 2.0203 -3.0388 0.4513
H: 1.1865 -2.2967 1.8530
C: -2.4778 -2.5866 -4.5216
C: -2.3812 -2.6323 -5.9083
C: -1.1380 -2.7098 -6.5126
C: 0.0136 -2.7279 -5.7387
C: -0.0832 -2.6638 -4.3469
C: -1.3329 -2.6029 -3.7427
C: 1.1372 -2.6423 -3.4940
O: 1.0568 -2.5946 -2.2838
C: 2.4646 -2.6742 -4.1737
C: 3.6193 -2.6038 -3.4048
C: 4.8608 -2.6441 -4.0153
C: 4.9553 -2.7622 -5.3977
C: 3.8084 -2.8284 -6.1697
C: 2.5602 -2.7776 -5.5629
C: 1.3376 -2.8212 -6.4164
O: 1.4201 -2.9219 -7.6223
H: -3.4493 -2.5335 -4.0489
H: -3.2752 -2.6073 -6.5180
H: -1.0556 -2.7538 -7.5899
H: -1.3981 -2.5632 -2.6645
H: 3.5352 -2.5159 -2.3306
H: 5.7586 -2.5853 -3.4146
H: 5.9267 -2.7996 -5.8722
H: 3.8698 -2.9168 -7.2453
C: -8.1782 -1.3747 -11.3285
C: -8.0957 -1.4318 -12.7156
C: -6.8605 -1.4976 -13.3369
C: -5.7001 -1.4970 -12.5740
C: -5.7824 -1.4205 -11.1818
C: -7.0250 -1.3686 -10.5632
C: -4.5525 -1.3780 -10.3410
O: -4.6213 -1.3231 -9.1304
C: -3.2343 -1.4025 -11.0361
C: -2.0752 -1.3105 -10.2788
C: -0.8368 -1.3506 -10.8954
C: -0.7535 -1.4857 -12.2773
C: -1.9062 -1.5696 -13.0400
C: -3.1505 -1.5217 -12.4244
C: -4.3803 -1.5867 -13.2647
O: -4.3117 -1.7053 -14.4689
H: -9.1451 -1.3310 -10.8455
H: -8.9983 -1.4265 -13.3118
H: -6.7847 -1.5481 -14.4140
H: -7.0771 -1.3199 -9.4846
H: -2.1504 -1.2068 -9.2052
H: 0.0644 -1.2799 -10.3004
H: 0.2143 -1.5230 -12.7592
H: -1.8524 -1.6709 -14.1149

Computed properties:
HOMO energy (eV): -8.7
E_tot (Ha): -5257.8503
Molecular weight (g mol⁻¹): 1180.65
Frontier orbital gap (eV): 7.485

Löwdin atomic charge list, values in e, 2 entries:
1 C -0.063
2 C -0.277